Density functional theory data (the ωB97M-V functional and the def2-TZVPD basis) for the ion C4H9NOP with charge +1 at a distorted geometry.

The geometry in XYZ format:
```
16
Properties=species:S:1:pos:R:3:forces:R:3:nbo_charge:R:1
C 1.30494 1.96197 -1.12813 -2.340 -1.485 0.341 0.267
C -0.50098 0.64126 0.08803 -0.282 -0.492 1.093 0.175
C -1.82897 0.42201 0.67402 0.050 1.282 2.454 -0.750
C -0.22307 -1.84037 -0.08460 0.545 -2.268 0.934 -0.461
N 0.14848 -0.47640 -0.09663 2.870 1.657 -1.507 -0.612
O 1.65167 2.88612 -0.53597 1.434 2.518 0.147 -0.404
P 1.70912 0.30325 -0.19878 -2.479 -1.321 -1.162 1.074
H 0.36833 1.84421 -1.75898 1.235 -0.089 -0.165 0.225
H -2.22269 1.40299 1.05220 -0.020 -1.122 -0.506 0.266
H -2.44850 -0.01635 -0.05833 -1.192 -0.436 -0.891 0.257
H -1.77603 -0.30994 1.56210 0.002 0.982 -1.248 0.247
H -1.14095 -1.98383 -0.63558 -0.048 -0.118 -0.408 0.245
H -0.43481 -2.16051 0.95411 0.187 0.037 -0.402 0.237
H 0.63100 -2.46663 -0.47451 -1.158 0.607 0.271 0.242
H 2.03856 0.36785 1.07289 0.433 1.124 2.244 0.002
H 2.72390 -0.57564 -0.43185 0.763 -0.878 -1.195 -0.011
```
Positions in Å, forces in eV/Å.

## Properties
ΔE to the lowest compared entry with this formula, charge and spin = 4.520 eV
Spin multiplicity = 1
HOMO = -13.734 eV
E = -628.73201 Ha
SMILES = CC1=[N+](C)[PH2]1C=O
Orbital gap = 9.5 eV
Net charge = +1

Density functional theory data (the ωB97M-V functional and the def2-TZVPD basis) for a structure of composition C21H39CdCl3N7O3Si at a distorted geometry.

The geometry in XYZ format:
```
75
Properties=species:S:1:pos:R:3:forces:R:3:mulliken_charge:R:1
C 1.98053 0.96417 -3.79720 -0.047 0.403 0.335 -0.953
C 1.93470 -0.52915 -3.84755 0.615 -0.729 -0.318 0.302
H 3.03022 1.29123 -3.70546 -0.439 0.097 -0.076 0.376
H 1.41541 1.34306 -2.92768 0.361 -0.136 -0.495 -0.302
H 1.54543 1.42721 -4.70661 0.233 -0.249 0.362 0.289
C 2.86947 -1.23669 -4.50788 -0.818 0.060 0.585 0.124
C 4.05057 -0.64645 -5.18894 0.514 0.093 -0.297 -1.491
H 2.81696 -2.32098 -4.55675 -0.170 0.160 0.080 0.313
H 4.61519 0.03055 -4.54096 -0.089 0.011 -0.003 0.334
H 3.78763 -0.07804 -6.08797 0.008 -0.052 0.046 0.309
H 4.73052 -1.45153 -5.47927 0.019 0.162 -0.117 0.379
Cd -1.51726 2.55911 -0.26356 0.166 0.638 1.092 0.943
Cl -3.74130 3.32922 -0.81267 -0.122 -0.107 -0.034 -0.674
Cl 0.35690 3.15081 -1.66724 -0.115 -0.009 0.080 -0.662
C -3.70056 0.35884 1.26406 1.322 0.544 -0.390 -0.284
O -2.57885 0.89261 1.24234 -1.754 -1.065 0.200 -0.021
N -4.00599 -0.77813 1.93226 0.166 0.158 0.303 0.250
C -3.07225 -1.33093 2.91222 0.207 -0.074 -0.320 -0.687
C -4.96022 -1.66755 1.28995 0.069 0.272 -0.084 -0.901
H -4.54436 0.78214 0.69510 0.169 -0.066 -0.082 0.412
H -2.75670 -0.55100 3.61841 -0.147 -0.176 -0.300 0.211
H -2.17686 -1.74092 2.41701 -0.214 0.114 0.245 0.110
H -3.58859 -2.14056 3.44700 0.177 0.290 -0.094 0.365
H -5.75255 -1.04496 0.86007 -0.009 -0.297 0.055 0.356
H -5.37393 -2.37090 2.01529 -0.045 0.156 -0.064 0.298
H -4.47572 -2.22943 0.47599 -0.177 -0.016 0.191 0.276
H 1.90846 4.51708 0.97999 -0.041 -0.023 0.185 0.223
H 2.91777 2.37475 0.29660 0.004 -0.130 0.302 0.289
C 2.47820 4.45512 1.91523 -0.107 -0.455 0.035 -0.761
C 3.41697 2.27953 1.27527 0.261 0.158 -0.011 -1.095
N 2.71921 3.06335 2.27005 0.042 -0.155 0.192 0.212
H 1.92030 4.94246 2.71737 0.032 -0.032 -0.154 0.284
C 2.19343 2.48438 3.38254 -0.192 -0.311 0.263 0.112
O 2.42746 1.35020 3.80877 -0.046 1.024 -0.671 -0.668
H 3.45754 1.23791 1.60622 -0.013 0.217 -0.118 0.295
H 1.46245 3.15676 3.88304 0.524 -0.159 -0.016 0.291
H 3.44213 4.96029 1.76805 -0.116 0.002 0.103 0.320
H 4.43605 2.67388 1.15899 -0.017 -0.195 -0.021 0.362
O 0.79608 -0.70681 -1.75106 0.151 -0.298 0.245 -0.150
C 0.77064 -1.17556 -3.10442 0.030 0.632 0.165 0.313
C 1.68738 -3.50180 -2.73290 0.000 -0.367 -0.106 -0.200
C 0.70091 -2.67242 -3.26078 -0.379 0.086 0.122 0.091
H 2.54905 -3.05121 -2.23721 -0.306 -0.165 -0.090 0.812
C 1.58740 -4.89085 -2.87006 -0.053 0.510 0.010 -0.955
H -0.12700 -0.73508 -3.56117 -0.109 -0.184 0.066 0.252
C -0.38762 -3.21988 -3.94620 0.491 -0.291 0.037 -0.299
H 2.37571 -5.51539 -2.44538 -0.315 0.045 -0.153 0.382
C 0.50093 -5.44094 -3.55380 0.153 0.101 0.029 -0.444
C -0.47138 -4.60414 -4.11262 -0.053 -0.005 0.016 -0.656
H -1.12876 -2.53568 -4.36738 0.125 -0.348 0.121 0.364
H 0.44283 -6.52554 -3.64842 -0.127 0.275 -0.091 0.369
H -1.29904 -5.02582 -4.68705 0.218 0.051 0.244 0.375
Si 0.42504 -1.27261 -0.20526 0.885 -0.172 -0.509 0.192
Cl -0.51035 2.73154 2.17470 -0.571 0.985 -0.255 -0.675
C 1.75817 -2.44298 0.40605 0.005 -0.449 -0.130 -1.181
C -1.19186 -2.19448 -0.32634 -0.340 -0.233 0.053 -0.775
C 0.45713 0.17299 0.93639 -0.228 -0.033 -0.556 0.685
H 1.72077 -3.39535 -0.14190 0.135 0.148 0.281 0.392
H 1.61821 -2.64987 1.48088 0.075 0.112 -0.341 0.412
H 2.75075 -1.98884 0.25995 -0.248 -0.128 0.092 0.277
H 1.31280 0.83027 0.74179 -0.277 -0.185 -0.075 -0.321
H 0.43830 -0.01933 2.01829 -0.094 -0.130 -0.379 0.396
H -0.45466 0.72940 0.70414 0.418 -0.148 0.372 -1.032
H -1.11313 -3.00171 -1.06699 0.038 0.137 0.093 0.342
H -2.01952 -1.54235 -0.63351 0.121 -0.047 0.098 0.192
H -1.45277 -2.66418 0.63110 0.006 0.108 -0.150 0.318
N -1.87393 4.06508 6.32459 -0.160 -0.050 0.362 -0.649
N -2.59203 3.59201 5.23990 -1.607 -0.061 -1.057 1.227
N -3.02094 4.45273 4.29381 -0.068 -2.371 0.393 -0.710
C -3.82320 3.62075 3.58393 0.460 0.432 0.724 -0.074
N -3.92865 2.37958 4.10042 1.133 0.891 1.046 -0.183
N -3.14595 2.37472 5.20496 0.102 1.565 -1.268 -0.661
H -1.19677 3.37091 6.63195 0.002 0.291 -0.404 0.285
H -1.48800 4.97772 6.08255 0.055 -0.603 -0.103 0.305
H -4.33488 3.96768 2.69489 0.124 -0.226 0.110 0.452
```
Positions in Å, forces in eV/Å.

## Properties
ΔE to the lowest compared entry with this formula, charge and spin = 0.000 eV
Spin multiplicity = 1
HOMO = -5.720 eV
E = -3270.59125 Ha
Orbital gap = 8.2 eV
Net charge = -1

Density functional theory data (the ωB97M-V functional and the def2-TZVPD basis) for a cluster of 2 separate species, C21H24N2O6 in total at a distorted geometry.

The geometry in XYZ format:
```
53
Properties=species:S:1:pos:R:3:forces:R:3:nbo_charge:R:1
C -0.62990 2.24178 -2.54887 -0.139 -0.564 -0.391 -0.414
N 0.27513 1.52005 -1.62255 -0.672 -0.088 0.411 -0.417
C 1.65493 1.56667 -1.95144 0.772 -0.032 0.102 0.133
C 2.54882 0.59544 -1.46160 -0.285 0.363 -0.084 -0.189
C 3.91281 0.71499 -1.73154 -0.016 0.291 0.015 -0.206
C 4.41105 1.83145 -2.42736 -0.023 -0.407 -0.096 -0.229
C 3.52757 2.77927 -2.93310 -0.692 -0.029 -0.032 -0.192
C 2.14561 2.63030 -2.73089 0.481 -0.136 0.388 -0.244
C -0.16428 1.32060 -0.32606 0.023 1.381 1.361 -0.043
H -0.08908 2.46402 -3.48450 -0.468 -0.347 0.539 0.219
H -1.47972 1.59869 -2.80266 0.084 0.206 0.199 0.231
H -0.99126 3.19429 -2.13885 0.129 -0.268 0.118 0.202
H 2.14384 -0.22827 -0.86350 0.244 0.218 -0.325 0.211
H 4.59583 -0.06865 -1.38761 -0.234 0.375 -0.072 0.219
H 5.48222 1.93360 -2.61638 -0.358 -0.079 0.129 0.221
H 3.86590 3.65898 -3.49689 0.008 -0.519 0.297 0.222
H 1.45761 3.37976 -3.11800 0.434 -0.112 0.155 0.215
H 0.56910 1.38347 0.47889 0.302 0.568 -0.611 0.219
H -1.10416 1.89244 -0.13183 0.715 -0.855 -0.045 0.224
C 2.63512 -3.61403 0.01362 0.174 -0.057 -0.088 -0.630
C 2.28351 -2.46213 0.91737 -0.304 -0.031 -0.039 -0.072
O 0.89780 -2.06477 0.57901 0.756 0.533 0.595 -0.500
C 0.49267 -0.98565 1.28180 1.710 0.896 0.693 0.783
C -0.78321 -0.29623 0.88702 -0.563 -0.953 -1.441 -0.336
C -1.61497 -0.77872 -0.27368 -0.266 -0.379 0.007 0.808
O -2.53647 -0.15283 -0.77797 0.514 -0.191 0.307 -0.663
O -1.25313 -1.96836 -0.77261 -0.306 0.511 0.011 -0.500
C -2.05400 -2.40743 -1.88430 -0.027 -0.151 -0.111 -0.070
C -1.36442 -3.63721 -2.39020 -0.067 -0.320 -0.136 -0.622
C -1.56990 0.25113 2.02587 -0.756 1.697 0.797 0.075
C -2.88422 0.79829 1.83682 0.358 -0.081 -0.214 -0.251
C -3.58669 1.46976 2.83313 0.564 -0.258 0.476 -0.166
C -2.98488 1.60717 4.09968 0.463 -0.869 -1.385 0.006
N -3.73174 2.21962 5.14591 -1.641 1.545 2.370 0.500
O -3.18048 2.36671 6.25788 -0.842 -0.295 -1.885 -0.384
O -4.91207 2.58859 4.92574 2.310 -0.779 0.222 -0.389
C -1.70355 1.08372 4.35540 -1.001 0.131 -0.522 -0.176
C -1.03161 0.41652 3.33790 -0.434 0.212 -0.503 -0.221
O 1.25363 -0.49703 2.14075 -1.454 -0.742 -1.666 -0.643
H 3.60294 -4.03052 0.30489 0.008 0.155 -0.020 0.218
H 1.91634 -4.42732 0.09545 -0.142 0.079 -0.114 0.220
H 2.71133 -3.26581 -1.02007 -0.114 -0.215 0.040 0.210
H 2.33688 -2.74037 1.97596 -0.165 0.139 -0.237 0.200
H 2.98036 -1.62080 0.75907 -0.506 -0.173 0.118 0.190
H -3.06751 -2.62020 -1.53164 0.103 0.072 -0.018 0.188
H -2.13135 -1.64131 -2.65842 0.141 0.111 0.217 0.190
H -1.82818 -3.98444 -3.30999 -0.088 -0.076 -0.068 0.213
H -0.31747 -3.43322 -2.59464 0.124 0.043 -0.016 0.214
H -1.42784 -4.42592 -1.64568 0.087 -0.155 0.016 0.212
H -3.37142 0.70956 0.86711 0.289 0.034 0.338 0.257
H -4.58475 1.87706 2.62685 0.577 -0.240 0.255 0.251
H -1.27150 1.20964 5.34136 -0.023 -0.087 -0.168 0.250
H -0.05123 0.04764 3.54535 0.217 -0.073 0.109 0.254
```
Positions in Å, forces in eV/Å.

## Properties
ΔE to the lowest compared entry with this formula, charge and spin = 6.115 eV
Spin multiplicity = 1
HOMO = -8.094 eV
E = -1375.41488 Ha
Orbital gap = 7.3 eV
Net charge = 0